# 1
Below is a molecular structure, C36H54BrGdGe2N8O3S4 in a non-equilibrium geometry, with properties calculated with ωB97M-V with the def2-TZVPD basis set.

XYZ file:
```
109
Properties=species:S:1:pos:R:3:forces:R:3:lowdin_charge:R:1
Gd 1.112 -0.307 0.404 -1.30 -1.17 0.46 1.287
S 3.233 -2.352 0.405 0.30 -0.19 -0.23 -0.012
S 3.478 -3.373 2.147 0.01 -0.23 0.44 -0.122
S 2.551 -5.204 2.038 0.10 0.08 -0.12 -0.074
S 0.611 -5.049 2.800 0.11 0.36 -0.18 0.218
C 2.128 3.616 0.437 -0.04 -0.30 -0.11 -0.037
C 2.077 2.183 1.011 0.01 0.75 0.59 -0.786
O 2.385 1.284 0.027 1.39 1.09 -0.76 -0.365
N 3.161 2.180 2.059 -0.02 -0.08 -0.21 0.018
C 3.720 0.880 2.392 -0.17 0.22 -0.05 -0.176
C 2.939 0.083 3.407 0.05 0.01 0.02 -0.266
C 3.320 0.089 4.747 0.00 -0.08 0.02 -0.030
C 2.616 -0.674 5.664 -0.05 -0.02 -0.08 -0.079
C 1.531 -1.406 5.214 0.07 0.00 0.10 -0.073
C 1.197 -1.328 3.873 0.03 -0.14 -0.10 -0.171
N 1.874 -0.611 2.983 0.14 0.00 0.31 0.037
H 1.381 3.706 -0.354 -0.05 0.05 0.03 0.056
H 3.118 3.790 0.013 0.01 0.01 0.00 0.072
H 1.937 4.358 1.218 -0.05 0.03 -0.01 0.062
H 2.827 2.667 2.880 0.08 -0.04 0.02 0.045
H 4.740 1.020 2.764 -0.02 -0.08 -0.02 0.112
H 3.760 0.331 1.449 0.23 -0.13 0.15 0.068
H 4.179 0.674 5.052 0.02 -0.01 -0.03 0.106
H 2.918 -0.707 6.704 -0.02 0.02 0.01 0.097
H 0.957 -2.036 5.881 -0.03 0.00 -0.02 0.102
H 0.351 -1.886 3.491 -0.05 -0.05 -0.11 0.103
C -2.596 0.193 2.042 0.07 0.11 -0.01 -0.075
O -1.669 -0.548 1.278 -0.15 -0.22 -0.12 -0.142
C -2.174 -1.580 0.522 -0.05 0.04 -0.01 -0.217
C -3.492 -1.709 0.155 0.05 0.09 0.07 -0.080
C -3.851 -2.788 -0.656 -0.02 -0.16 -0.11 -0.692
Br -5.689 -2.980 -1.141 -0.05 0.01 -0.01 0.646
C -2.933 -3.697 -1.108 0.01 0.05 0.00 -0.089
C -1.589 -3.565 -0.733 -0.14 0.23 0.09 -0.073
C -1.182 -2.525 0.124 0.10 -0.19 0.38 -0.336
O 0.020 -2.414 0.601 -0.38 -0.38 -0.11 -0.304
C -0.610 -4.495 -1.278 0.20 -0.27 -0.11 -0.269
N -0.899 -5.499 -2.084 -0.24 0.02 -0.01 0.160
C 0.312 -6.055 -2.416 0.27 0.21 0.16 -0.248
C 0.619 -7.116 -3.267 0.00 0.03 0.03 -0.043
C 1.951 -7.445 -3.438 -0.05 -0.13 -0.06 -0.134
C 2.972 -6.749 -2.776 0.02 0.03 0.02 -0.121
C 2.692 -5.690 -1.931 0.12 0.07 0.05 -0.022
C 1.355 -5.353 -1.767 -0.17 -0.32 -0.27 -0.203
N 0.730 -4.376 -1.046 -0.04 0.18 0.03 0.180
H -3.143 -0.464 2.727 0.00 0.01 -0.02 0.108
H -3.314 0.731 1.415 0.01 -0.03 -0.01 0.080
H -2.007 0.910 2.607 -0.05 0.01 0.00 0.050
H -4.248 -1.002 0.468 0.03 0.02 0.03 0.093
H -3.208 -4.523 -1.748 -0.03 0.01 -0.04 0.099
H 0.209 -4.160 1.858 -0.14 -0.10 0.06 -0.221
H -0.170 -7.650 -3.781 0.00 -0.01 0.00 0.096
H 2.214 -8.262 -4.101 0.01 0.00 0.01 0.081
H 4.002 -7.047 -2.935 0.01 0.02 0.00 0.086
H 3.469 -5.135 -1.421 0.00 0.00 0.01 0.097
H 1.154 -3.634 -0.492 -0.02 -0.06 0.11 0.059
C -0.511 1.486 4.685 0.04 0.12 -0.25 -0.224
Ge 0.148 2.735 3.242 -0.57 -0.13 0.73 0.820
C 1.376 3.846 4.397 0.08 -0.15 -0.54 -0.236
C -1.410 4.007 3.019 0.36 -0.28 -0.24 -0.234
C 0.678 1.827 1.608 -0.09 0.93 0.00 -0.351
H -1.496 1.781 5.057 -0.02 0.07 -0.03 0.007
H 0.181 1.491 5.531 0.05 0.01 -0.01 0.004
H -0.575 0.462 4.326 -0.04 -0.01 -0.02 -0.016
H 0.784 4.259 5.215 -0.11 -0.04 -0.03 0.006
H 1.838 4.672 3.852 0.02 0.02 0.01 0.005
H 2.171 3.237 4.832 -0.01 -0.03 0.01 -0.001
H -1.772 4.359 3.987 0.06 -0.05 0.07 0.002
H -2.245 3.527 2.501 0.00 -0.05 -0.01 -0.015
H -1.110 4.877 2.429 0.00 0.01 -0.02 0.003
H -0.059 2.181 0.858 -0.03 -0.01 0.04 0.003
C 2.996 -1.236 -2.697 -0.29 0.04 0.07 -0.260
Ge 1.147 -0.863 -3.308 0.34 -0.24 -0.49 0.738
C 0.457 -2.514 -4.191 -0.03 0.24 0.27 -0.209
C 1.490 0.346 -4.880 -0.26 0.05 0.34 -0.247
C 0.020 -0.176 -1.879 0.08 0.12 -0.53 -0.386
H 3.722 -1.255 -3.512 -0.08 0.07 -0.09 0.011
H 3.054 -2.195 -2.181 0.01 -0.01 0.01 -0.057
H 3.284 -0.452 -1.990 0.13 -0.03 -0.02 -0.003
H 1.098 -2.807 -5.024 0.06 0.07 -0.01 0.008
H -0.552 -2.348 -4.573 -0.01 0.03 -0.02 0.010
H 0.408 -3.355 -3.500 0.00 -0.03 0.05 -0.016
H 2.140 -0.156 -5.600 0.01 -0.09 0.03 -0.003
H 1.986 1.263 -4.557 -0.01 0.03 0.03 0.000
H 0.561 0.618 -5.387 -0.02 0.02 -0.01 -0.007
H -0.988 -0.589 -2.018 0.04 -0.09 0.18 -0.038
H -0.064 0.907 -2.036 0.06 0.00 0.12 -0.059
C -1.971 3.111 -3.237 -0.06 0.03 -0.01 -0.173
N -3.143 3.996 -3.379 0.01 0.00 -0.08 -0.093
C -2.833 5.254 -2.696 -0.05 0.00 0.01 -0.196
N -2.511 5.070 -1.282 0.04 0.12 0.06 -0.088
C -1.357 4.159 -1.196 -0.13 0.03 -0.04 -0.173
N -1.636 2.882 -1.841 0.24 0.01 0.05 -0.087
C -2.777 2.267 -1.179 -0.04 0.01 -0.03 -0.166
N -3.974 3.123 -1.258 -0.06 -0.04 0.08 -0.085
C -4.263 3.365 -2.672 0.02 -0.01 0.01 -0.189
C -3.647 4.408 -0.636 0.00 -0.01 -0.03 -0.182
H -1.119 3.572 -3.743 0.00 -0.02 0.01 0.126
H -2.188 2.153 -3.713 0.03 0.01 0.00 0.127
H -3.699 5.920 -2.776 0.03 0.00 -0.02 0.116
H -1.978 5.721 -3.192 -0.03 0.01 0.00 0.119
H -1.122 3.986 -0.144 0.06 0.01 -0.03 0.106
H -0.500 4.631 -1.683 0.01 -0.02 0.03 0.123
H -2.524 2.107 -0.128 0.00 -0.06 -0.02 0.110
H -2.993 1.307 -1.652 0.04 -0.04 0.08 0.130
H -5.139 4.017 -2.747 0.01 -0.03 -0.01 0.116
H -4.487 2.410 -3.155 -0.02 0.02 0.01 0.123
H -3.399 4.239 0.415 -0.03 0.02 -0.01 0.111
H -4.522 5.064 -0.697 0.02 -0.01 0.02 0.117
```
Positions in Å, forces in eV/Å.

Values from the calculation:
2S+1: 8
⟨S²⟩: 16.0462
HOMO (alpha / beta): -2.376 / -1.956 eV
Net charge: -2
Strongest force on any atom: 1.9 eV/Å

# 2
Below is a molecular structure, C36H54Cl3IrN2OP2Si in a non-equilibrium geometry, with properties calculated with ωB97M-V with the def2-TZVPD basis set.

XYZ file:
```
100
Properties=species:S:1:pos:R:3:forces:R:3:lowdin_charge:R:1
Ir 0.353 -1.284 -0.393 0.45 1.41 0.21 0.939
C 0.119 5.412 0.289 0.00 -0.01 0.04 -0.105
C -0.820 4.324 0.804 -0.04 -0.14 0.03 -0.548
C -2.179 4.442 0.110 0.02 0.01 0.01 -0.106
P -0.107 2.632 0.496 0.21 -0.12 0.59 1.113
C 1.382 2.507 1.597 -0.08 0.05 0.09 -0.552
C 1.248 3.069 3.007 0.08 -0.05 -0.03 -0.099
C 2.639 3.031 0.895 -0.02 -0.08 0.00 -0.117
C -1.394 1.582 1.316 0.03 0.09 -0.24 -0.276
C -2.041 1.946 2.492 -0.07 -0.04 0.11 -0.078
C -3.162 1.270 2.953 0.07 0.06 0.01 -0.050
C -3.689 0.233 2.204 -0.02 0.03 -0.06 -0.060
C -3.069 -0.153 1.027 0.06 -0.11 -0.01 -0.059
C -1.913 0.489 0.603 -0.15 0.42 0.18 -0.293
N -1.231 0.030 -0.562 0.44 -1.98 -0.02 -0.065
C -1.790 0.063 -1.817 0.06 0.55 -0.33 -0.341
C -3.158 0.323 -2.054 0.18 0.02 0.13 0.005
C -3.659 0.222 -3.329 -0.02 -0.01 -0.10 -0.044
C -2.822 -0.081 -4.404 -0.10 -0.03 0.03 -0.045
C -1.458 -0.213 -4.210 0.03 0.02 0.07 -0.110
C -0.915 -0.108 -2.937 -0.15 -0.03 0.20 -0.359
P 0.827 0.226 -2.510 -0.21 -0.89 -0.58 1.074
C 0.887 1.990 -3.190 0.19 0.02 0.37 -0.484
C -0.334 2.815 -2.791 -0.13 0.02 -0.18 -0.146
C 1.016 2.042 -4.712 0.03 -0.04 0.04 -0.091
C 2.042 -0.802 -3.476 -0.05 0.08 -0.03 -0.566
C 1.655 -1.366 -4.841 0.04 0.05 0.04 -0.111
C 3.406 -0.102 -3.462 -0.04 -0.03 0.06 -0.105
H -0.349 6.390 0.412 -0.01 0.02 -0.03 0.086
H 0.331 5.273 -0.774 0.03 0.01 -0.02 0.073
H 1.065 5.434 0.825 0.04 0.00 0.02 0.054
H -0.949 4.457 1.881 -0.04 0.02 0.00 0.093
H -2.051 4.472 -0.973 -0.02 -0.01 -0.03 0.070
H -2.672 5.368 0.411 0.00 0.03 -0.02 0.086
H -2.849 3.618 0.350 -0.03 -0.03 0.04 0.065
H 1.497 1.425 1.668 -0.03 -0.17 0.09 0.061
H 1.137 4.155 2.990 -0.04 0.01 0.02 0.076
H 2.146 2.847 3.587 0.03 0.01 0.01 0.082
H 0.403 2.633 3.539 0.01 0.01 0.02 0.060
H 2.673 2.715 -0.151 0.02 0.00 -0.01 0.054
H 2.703 4.116 0.920 -0.02 0.05 -0.02 0.063
H 3.530 2.646 1.395 0.01 0.01 0.01 0.079
H -1.687 2.799 3.052 0.02 0.03 0.03 0.098
H -3.633 1.568 3.879 -0.01 0.03 0.00 0.114
H -4.580 -0.282 2.536 -0.01 -0.02 -0.01 0.119
H -3.455 -0.990 0.462 0.01 -0.03 -0.06 0.126
H -3.811 0.571 -1.234 -0.04 -0.03 0.06 0.113
H -4.716 0.379 -3.499 -0.01 0.00 0.00 0.118
H -3.234 -0.165 -5.400 -0.01 0.01 -0.02 0.119
H -0.818 -0.364 -5.065 0.06 0.00 -0.02 0.099
H 1.779 2.432 -2.737 0.01 -0.01 0.03 0.099
H -1.218 2.490 -3.342 -0.01 0.01 -0.08 0.081
H -0.147 3.857 -3.053 0.00 0.05 -0.04 0.091
H -0.544 2.768 -1.726 0.04 -0.02 -0.34 -0.038
H 0.081 1.753 -5.193 0.00 -0.01 0.00 0.076
H 1.816 1.434 -5.115 0.09 -0.03 -0.03 0.047
H 1.218 3.078 -4.993 -0.04 0.01 -0.01 0.096
H 2.148 -1.663 -2.813 -0.04 0.06 -0.01 0.007
H 1.557 -0.605 -5.613 -0.02 0.05 -0.02 0.069
H 0.728 -1.934 -4.784 -0.02 -0.02 0.00 0.054
H 2.432 -2.063 -5.163 0.02 0.00 -0.01 0.089
H 3.464 0.738 -4.150 -0.01 0.04 -0.04 0.068
H 4.180 -0.815 -3.748 0.01 -0.01 -0.01 0.088
H 3.652 0.272 -2.464 0.02 0.00 0.01 0.065
Cl -1.986 -3.155 -2.637 -0.04 0.13 0.08 0.348
Si -0.348 -3.290 -1.402 -0.14 0.57 0.53 -0.704
Cl -0.809 -4.886 -0.213 0.17 -0.09 0.23 0.345
Cl 1.160 -4.038 -2.595 0.01 -0.02 -0.16 0.342
C 3.194 -4.023 1.091 -0.03 -0.03 -0.11 0.024
C 3.204 -2.768 0.283 0.01 -0.33 -0.05 -0.457
C 4.468 -1.974 0.214 -0.09 0.06 -0.02 0.013
O 2.208 -2.413 -0.337 -0.22 0.59 0.23 -0.218
H 4.155 -4.533 1.036 0.01 0.00 0.02 0.100
H 2.386 -4.678 0.775 -0.03 0.02 -0.01 0.087
H 3.024 -3.741 2.134 0.00 0.05 0.05 0.107
H 5.170 -2.500 -0.438 0.02 -0.04 0.00 0.110
H 4.283 -0.982 -0.191 -0.01 0.02 -0.01 0.083
H 4.931 -1.911 1.199 0.02 -0.02 0.02 0.103
C -3.192 -4.253 3.716 0.02 0.11 0.09 -0.093
N -2.017 -4.001 2.928 -0.08 -0.43 -0.53 -0.271
C -0.817 -4.641 3.400 -0.07 0.04 0.08 -0.102
C -1.955 -2.787 2.144 0.13 0.09 0.09 -0.201
C -0.761 -1.941 2.524 0.10 0.14 0.22 -0.230
C -0.680 -1.616 3.879 0.08 0.04 -0.08 -0.038
C 0.453 -1.046 4.434 -0.04 0.02 0.02 -0.062
C 1.551 -0.822 3.625 0.04 0.13 0.01 -0.085
C 1.467 -1.097 2.267 0.10 0.22 -0.29 -0.156
C 0.303 -1.592 1.675 -0.86 -0.66 -0.56 -0.203
H -3.301 -5.326 3.881 -0.03 -0.02 0.00 0.086
H -4.081 -3.906 3.189 -0.03 -0.02 0.00 0.084
H -3.171 -3.770 4.707 -0.01 0.02 0.05 0.081
H -0.967 -5.722 3.444 0.00 -0.02 -0.01 0.088
H -0.518 -4.305 4.405 0.05 -0.01 0.03 0.085
H 0.012 -4.443 2.725 0.07 0.01 -0.09 0.064
H -2.875 -2.243 2.350 0.05 0.06 -0.02 0.092
H -1.921 -2.975 1.065 -0.09 -0.05 0.05 0.039
H -1.522 -1.863 4.516 -0.02 0.00 0.01 0.123
H 0.488 -0.808 5.488 0.01 -0.02 0.03 0.110
H 2.467 -0.421 4.039 0.04 0.00 0.00 0.109
H 2.338 -0.877 1.659 0.04 0.10 -0.05 0.079
```
Positions in Å, forces in eV/Å.

Values from the calculation:
2S+1: 2
⟨S²⟩: 0.7834
HOMO (alpha / beta): -9.771 / -9.768 eV
Net charge: +1
Strongest force on any atom: 2.0 eV/Å